# C3H11NOS

A 2-piece molecular cluster, C3H11NOS overall at a distorted geometry (ωB97M-V/def2-TZVPD, OMol25).

CARTESIAN COORDINATES (ANGSTROEM)
C -2.10362 0.39219 0.69800
N -0.79281 0.05247 0.11691
C 0.26288 0.91446 0.67104
C 1.62587 0.69223 -0.06559
S 2.46477 -0.68398 0.74210
H -2.00702 0.21195 1.76669
H -2.34332 1.46217 0.54044
H -2.86468 -0.27533 0.30689
H -0.86345 0.28115 -0.87085
H 0.39410 0.72845 1.73301
H -0.02637 1.96702 0.46807
H 2.19963 1.61625 -0.00159
H 1.46628 0.61759 -1.14380
H 1.58794 -1.51409 0.18413
O 0.63320 -1.90687 -1.66683
H 0.54638 -2.63156 -2.32206
H -0.17979 -1.92409 -1.15656

## Properties
Energy = -17661.6972 eV
Molecular weight = 109.194 g/mol
HOMO = -0.3131 hartree
E_LUMO = 0.73 eV
SMILES = CNCCS.O
Frontier orbital gap = 9.25 eV
Energy above the lowest of the compared OMol25 structures with the same formula, charge and spin = 0.724 eV